<a>
16
Properties=species:S:1:pos:R:3 method="wB97M-V/def2-TZVPD" total_charge=0 molar_mass_g_mol=107.1 orbital_gap_ha="0.2760 / 0.2766"
C -0.56205 0.86816 0.76558
C -1.49246 0.48287 -0.32489
C 1.29206 0.50529 0.25098
O 1.79466 1.58749 -0.39246
O 1.92660 0.00098 1.15095
H 1.15485 1.93560 -1.02633
H -0.68210 0.32292 1.69304
H -0.39627 1.92911 0.92483
H -2.06069 -0.41017 -0.05581
H -0.95047 0.16316 -1.23622
H -2.17072 1.28955 -0.60799
N 0.53153 -1.91298 -0.77550
O 0.08612 -2.06875 0.53610
H 0.82848 -1.72939 1.07324
H -0.19953 -2.38430 -1.31703
H 0.89999 -0.57958 -0.65848

---

<b>
16
Properties=species:S:1:pos:R:3 method="wB97M-V/def2-TZVPD" total_charge=0 smiles="NC(=O)CCO.O" molar_mass_g_mol=107.1 orbital_gap_ha=0.3665
N -1.63016 0.83211 -0.38625
C -0.95995 -0.21199 -0.94254
O -0.71002 -0.34670 -2.11691
C -0.32398 -1.14117 0.09406
C 0.73272 -0.45943 0.98065
O 0.27360 -0.44722 2.35050
H -2.05110 1.59078 -0.89396
H -1.81737 0.82986 0.60248
H -1.11991 -1.42691 0.78747
H 0.04793 -2.02037 -0.42099
H 1.64572 -1.02705 0.85498
H 0.88090 0.59541 0.77135
H 0.87091 -0.98822 2.87833
O 1.07657 1.37294 -1.73048
H 1.77361 0.71677 -1.64763
H 1.31052 2.13120 -1.18105

---

<c>
16
Properties=species:S:1:pos:R:3 method="wB97M-V/def2-TZVPD" total_charge=0 smiles="CNCC(=O)O.O" molar_mass_g_mol=107.1 orbital_gap_ha=0.3534
C -0.76954 1.04706 -1.28469
N -0.93702 -0.27033 -0.76837
C 0.21689 -0.83265 0.05529
C 0.14948 -2.14069 0.68123
O -0.86097 -2.68459 1.19690
O 1.37651 -2.70679 0.95148
H -1.44026 1.23863 -2.19718
H -1.20997 1.74383 -0.56937
H 0.31786 1.29856 -1.56760
H -0.95777 -0.97515 -1.62207
H 1.01727 -0.84900 -0.63546
H 0.23822 -0.07394 0.84693
H 1.15482 -3.45008 1.63147
O 0.42860 3.02660 0.75941
H 1.36380 3.13546 1.13868
H -0.08792 2.49309 1.38336

---

Quick one: least stable of them? <a>

---

<a>
16
Properties=species:S:1:pos:R:3 method="wB97M-V/def2-TZVPD" total_charge=0 smiles="C=C(C)O.N=O.O" molar_mass_g_mol=107.1 orbital_gap_ha=0.3406
C -0.05110 0.86386 1.56040
C 0.47497 0.42146 0.42241
C 1.57667 1.08007 -0.34248
O 0.50187 -1.07783 0.18076
H 0.39228 1.70138 2.07026
H -0.71659 0.26077 2.15106
H 1.71095 2.11036 -0.02363
H 2.51731 0.54692 -0.21745
H 1.32523 1.08136 -1.40029
H 0.54728 -1.17939 -0.78632
N -1.35901 -1.87802 0.51420
O -1.84151 -2.04721 -0.61386
H -0.92421 -2.75886 0.87740
O -1.00586 0.30870 -1.50305
H -1.55674 -0.49653 -1.28602
H -1.59154 1.06295 -1.60339

---

<b>
16
Properties=species:S:1:pos:R:3 method="wB97M-V/def2-TZVPD" total_charge=0 smiles=COO[C@](C)(N)O molar_mass_g_mol=107.1 orbital_gap_ha=0.4040
C 1.98652 1.18486 0.31246
O 0.72585 1.62016 -0.17560
O -0.31551 0.91856 0.65214
C -0.83326 -0.14594 -0.12740
C -0.38836 -1.47556 0.45959
N -0.58557 -0.10000 -1.53018
O -2.28227 0.00404 0.03393
H 2.34667 0.35617 -0.30475
H 2.69585 2.01361 0.23573
H 1.93406 0.86477 1.35876
H 0.67806 -1.65298 0.28365
H -0.54448 -1.48664 1.54366
H -0.96495 -2.30869 0.04511
H -1.34306 -0.60207 -1.98407
H -0.66585 0.88093 -1.78967
H -2.44368 -0.07123 0.98665

---

Quick one: least stable of them? <a>

---

<a>
13
Properties=species:S:1:pos:R:3 method="wB97M-V/def2-TZVPD" total_charge=0 smiles="C1=CN1.CC=O" molar_mass_g_mol=85.1 orbital_gap_ha=0.3326
C -2.23876 -0.09471 0.46711
C -1.82076 0.00064 -0.72663
N -1.50374 1.09586 0.28731
H -2.59423 -0.57429 1.27828
H -1.77166 0.09665 -1.72822
H -0.45706 0.99725 0.55704
C 1.98796 0.16360 -0.30761
C 0.80796 -0.65196 0.34323
O -0.08683 -1.30780 -0.19163
H 1.44113 0.75520 -1.07731
H 2.59729 0.81594 0.39373
H 2.71589 -0.52997 -0.68316
H 0.92280 -0.76640 1.38785

---

<b>
13
Properties=species:S:1:pos:R:3 method="wB97M-V/def2-TZVPD" total_charge=0 smiles="O=CCN1CC1" molar_mass_g_mol=85.1 orbital_gap_ha=0.3915
O -2.75664 0.66816 0.66034
C -1.94248 -0.21685 0.54570
C -0.54148 0.23454 0.80849
N 0.53543 -0.56966 0.20716
C 0.81777 -0.41628 -1.21429
C 1.73516 0.14789 -0.19688
H -2.23733 -1.23009 0.22265
H -0.35015 0.24086 1.88291
H -0.93728 1.28355 0.64495
H 0.17471 0.27136 -1.75365
H 1.10385 -1.31439 -1.76636
H 2.70042 -0.32058 0.00131
H 1.69803 1.22150 -0.04234

---

<c>
13
Properties=species:S:1:pos:R:3 method="wB97M-V/def2-TZVPD" total_charge=0 smiles="CC(=O)N1CC1" molar_mass_g_mol=85.1 orbital_gap_ha=0.3777
C 1.95288 -0.11695 -0.27217
C 0.74384 0.53190 0.30900
O 0.73374 1.59904 0.90416
N -0.42306 -0.10603 0.20120
C -1.43552 -0.87237 -0.40164
C -1.63799 0.50158 0.43955
H 2.27481 0.47009 -1.13463
H 2.72899 -0.07524 0.48801
H 1.76109 -1.14756 -0.57835
H -1.66164 -1.83071 0.07635
H -1.37750 -1.00123 -1.49592
H -1.85108 0.58306 1.51494
H -1.80856 1.46442 -0.05048

---

<d>
13
Properties=species:S:1:pos:R:3 method="wB97M-V/def2-TZVPD" total_charge=0 smiles=N#CC1CC1.O molar_mass_g_mol=85.1 orbital_gap_ha=0.3987
N -2.95288 1.32096 -0.92384
C -1.96907 0.80802 -0.59100
C -0.74186 0.17348 -0.17091
C 0.55782 0.56764 -0.83470
C -0.03708 -0.77154 -1.11539
H -0.68906 -0.07508 0.88397
H 1.42536 0.60764 -0.18449
H 0.50982 1.32259 -1.61324
H 0.42381 -1.64123 -0.65834
H -0.49332 -0.94022 -2.08576
O 1.29619 -0.48276 2.07016
H 1.49255 -1.18062 2.70598
H 1.13359 0.30165 2.60772

---

Quick one: least stable of them? <a>

---

<a>
13
Properties=species:S:1:pos:R:3 method="wB97M-V/def2-TZVPD" total_charge=0 smiles="CC=C=O.C=N" molar_mass_g_mol=85.1 orbital_gap_ha=0.3508
C -0.01786 2.39628 -0.79434
C -0.15090 0.96538 -0.33594
C 0.10698 0.56485 0.88663
O 0.33829 0.19776 1.97677
H -0.99772 2.83859 -1.00646
H 0.58148 2.45413 -1.70889
H 0.47187 3.01721 -0.03882
H -0.49917 0.18150 -1.00272
C 0.40007 -2.63008 0.31814
N -0.75970 -2.22423 0.00011
H 0.72604 -2.85799 1.33989
H 1.14666 -2.75914 -0.46938
H -1.34603 -2.14426 0.83502

---

<b>
13
Properties=species:S:1:pos:R:3 method="wB97M-V/def2-TZVPD" total_charge=0 smiles="C[C@@]1(C=O)CN1" molar_mass_g_mol=85.1 orbital_gap_ha=0.3960
C 1.37963 -0.58352 0.16138
C -0.02669 -0.03304 0.11227
C -1.14262 -1.00061 0.31574
O -2.16987 -0.83617 0.93686
C -0.22521 1.41876 0.11215
N -0.27583 0.66578 -1.16796
H 1.39089 -1.58907 -0.27228
H 2.05100 0.03422 -0.44842
H 1.75769 -0.61940 1.18513
H -0.95220 -1.86294 -0.34307
H -1.16408 1.86687 0.39807
H 0.64974 2.01361 0.39808
H -1.27246 0.52552 -1.38795

---

<c>
13
Properties=species:S:1:pos:R:3 method="wB97M-V/def2-TZVPD" total_charge=0 molar_mass_g_mol=85.1 orbital_gap_ha="0.2650 / 0.2634"
C -1.78722 -0.43788 0.30954
C -0.37234 -0.78447 0.65118
C 0.76574 0.73590 -1.06167
N 0.62086 -0.01471 0.19785
C 1.88045 0.32260 0.45354
O 2.12919 1.01234 -0.75378
H -2.20090 0.37751 0.92791
H -2.43707 -1.30699 0.45427
H -1.90079 -0.13061 -0.73966
H -0.13873 -1.36065 1.53889
H 0.66045 0.07939 -1.92715
H 0.14601 1.63263 -1.13390
H 2.63436 -0.12506 1.08298

---

Quick one: least stable of them? <c>

---

<a>
13
Properties=species:S:1:pos:R:3 method="wB97M-V/def2-TZVPD" total_charge=0 molar_mass_g_mol=85.1 orbital_gap_ha=0.3117
C -0.37448 1.58875 -1.22432
C -0.46294 0.09991 -1.26469
C 0.76515 -1.20384 0.08190
C 0.38837 -1.01316 1.45672
N 0.68067 -1.37582 2.63338
O -0.48496 -0.19055 0.88404
H -1.09253 2.09585 -0.55974
H -0.63874 1.87960 -2.26132
H 0.63821 1.96284 -1.04062
H -1.53236 -0.18066 -1.24155
H 0.40478 -2.06586 -0.46389
H 1.63114 -0.69041 -0.31237
H 0.07770 -0.90666 3.31247

---

<b>
13
Properties=species:S:1:pos:R:3 method="wB97M-V/def2-TZVPD" total_charge=0 smiles="O=NC1=CCC1.[H][H]" molar_mass_g_mol=85.1 orbital_gap_ha="0.3080 / 0.3080"
O -2.56407 0.36425 -0.11487
N -1.90046 -0.50022 0.42248
C -0.51047 -0.42818 0.13238
C 0.29398 0.37169 -0.59080
C 1.54125 -0.35019 -0.13621
C 0.59055 -1.34563 0.60119
H 0.12897 1.18812 -1.28489
H 2.17006 -0.76965 -0.92735
H 2.17096 0.23301 0.54567
H 0.55880 -2.32904 0.12251
H 0.73463 -1.46939 1.67814
H -1.83977 2.41455 -0.26119
H -1.21317 2.80658 -0.34735

---

Quick one: least stable of them? <a>

---

<a>
13
Properties=species:S:1:pos:R:3 method="wB97M-V/def2-TZVPD" total_charge=0 smiles="C1=NCCCO1" molar_mass_g_mol=85.1 orbital_gap_ha=0.3901
C -0.10080 -1.70530 0.07770
N -0.10484 -1.22653 -1.09006
C -0.16734 0.21752 -1.26796
C -0.22647 1.05087 0.02369
C 0.42057 0.28982 1.17006
O -0.06657 -1.04920 1.26319
H -0.12667 -2.78317 0.23586
H -1.06096 0.41368 -1.87112
H 0.68443 0.51253 -1.89087
H -1.26382 1.28672 0.28231
H 0.29683 2.00468 -0.10982
H 1.50931 0.24019 1.03889
H 0.20631 0.74818 2.13815

---

<b>
13
Properties=species:S:1:pos:R:3 method="wB97M-V/def2-TZVPD" total_charge=0 molar_mass_g_mol=85.1 orbital_gap_ha=0.3847
O 2.72178 -1.28778 0.14617
C 1.63462 -0.92389 -0.42559
N 1.09692 0.03319 0.27085
C -0.10282 0.77072 0.03832
C -1.33592 0.43747 0.82537
C -1.28298 0.14179 -0.64881
H 1.26008 -1.38105 -1.34137
H 2.23806 -0.32224 0.89506
H 0.07122 1.82561 -0.16328
H -1.26160 -0.40831 1.50250
H -1.96329 1.25154 1.17596
H -1.86337 0.76250 -1.32551
H -1.21271 -0.89953 -0.94965

---

Quick one: least stable of them? <b>